9
Properties=species:S:1:pos:R:3 method="wB97M-V/def2-TZVPD" e_homo_ev="2.06 / 2.06" relative_energy_kj_mol=181.2 total_charge=-2 e_tot_ha=-793.50572 max_force_ev_per_a=5.4
C 3.410 -0.306 0.023
C -0.120 1.044 0.145
O 1.136 1.095 0.393
O 4.170 0.511 -0.404
O -2.483 -1.600 -0.213
H -0.105 -1.014 0.159
C -2.147 -0.427 -0.151
S -3.152 0.912 0.080
N -0.710 -0.215 -0.031

13
Properties=species:S:1:pos:R:3 method="wB97M-V/def2-TZVPD" e_homo_ev=-7.71 relative_energy_kj_mol=447.8 total_charge=0 e_tot_ha=-609.38792 max_force_ev_per_a=3.9
H 2.372 -0.536 -0.209
C -1.338 -0.505 -0.147
H -1.606 -0.366 0.902
H -1.369 -2.912 0.030
C -0.647 0.658 -0.693
H 2.975 0.699 0.999
C 2.174 0.363 0.355
S -0.334 -2.113 -0.205
C 1.051 1.000 0.346
H -0.611 2.045 0.937
N -0.075 1.700 0.149
H -2.224 -0.739 -0.735
H -0.368 0.706 -1.728

12
Properties=species:S:1:pos:R:3 method="wB97M-V/def2-TZVPD" e_homo_ev=-8.71 relative_energy_kj_mol=442.5 total_charge=0 e_tot_ha=-397.66817 smiles="C=C(N)OOC=O" max_force_ev_per_a=0.7
O 0.510 -0.850 0.942
C -0.585 -0.044 0.644
H -1.550 -1.682 -0.083
N -1.695 -0.706 0.127
H 2.064 -0.673 -1.957
O 1.838 0.877 -0.654
C 1.721 -0.262 -0.992
H 0.487 1.626 1.249
H -1.282 1.948 0.740
O 1.129 -1.279 -0.314
C -0.470 1.253 0.915
H -2.168 -0.210 -0.615

43
Properties=species:S:1:pos:R:3 method="wB97M-V/def2-TZVPD" e_homo_ev=-7.85 relative_energy_kj_mol=339.2 total_charge=0 e_tot_ha=-848.14466 smiles="C/C=C/C=C/CCC.O.O.O.O.O.O.O" max_force_ev_per_a=3.5
H -2.220 2.828 -1.508
H -0.904 -4.391 0.601
H -2.339 -0.768 1.351
C -0.427 -0.044 0.999
H 1.239 -1.224 -2.512
H -2.159 -3.235 -0.037
H -0.146 -1.125 4.754
C -0.824 -2.372 1.403
H 0.521 4.103 -1.962
H 3.917 -2.261 0.614
H 1.316 -2.231 -1.407
C 0.542 2.189 -0.722
H 4.751 -1.181 1.105
O 1.136 -1.294 -1.548
H 1.952 -0.153 0.162
H -2.341 -3.791 1.622
H -0.588 0.015 -4.062
O 2.928 -0.069 0.143
O -0.539 -0.853 -4.490
C -0.076 2.344 0.665
O -2.336 3.745 -1.180
H -3.235 3.445 -0.911
C -1.328 -1.137 1.273
O -2.999 0.464 -1.258
H -0.411 1.893 -1.258
H -2.386 -0.164 -0.855
H 0.554 -0.389 0.567
H 1.286 1.441 -0.806
H -0.523 3.350 0.636
C -1.615 -3.580 0.842
H 0.248 -2.519 1.531
C 1.108 3.494 -1.241
H -1.998 1.420 1.230
H 0.595 2.465 1.514
O 0.041 -1.842 4.151
O 4.472 -2.068 1.384
C -0.939 1.210 1.074
H -1.461 -0.857 -4.784
H 3.341 0.387 -0.600
H -3.865 0.288 -0.880
H 1.058 4.305 -0.412
H 0.858 -2.323 4.290
H 2.129 3.477 -1.561